C21H35NO6 as an isolated structure at a distorted geometry. Source: the OMol25 dataset; level of theory: ωB97M-V/def2-TZVPD.

Geometry as XYZ:
```
63
C21H35NO6 | the OMol25 dataset | ωB97M-V/def2-TZVPD
O 3.070 -1.520 2.192
O 1.908 1.147 -1.625
O -2.711 1.160 1.605
O 4.677 0.925 -0.168
O -2.375 3.462 -0.310
O -1.077 0.722 -2.403
N -0.509 -0.926 1.682
C 1.841 -1.152 2.524
C 4.164 -0.204 0.066
C 2.973 1.874 -1.744
C 0.801 -0.602 1.377
C -1.165 1.261 -1.190
C -0.955 -0.276 2.857
C -1.969 -3.052 -2.415
C 3.802 1.949 -0.668
C 1.187 0.737 -2.703
C 3.920 -0.521 1.711
C -1.354 -2.581 0.139
C -2.361 0.371 2.828
C -0.559 -3.431 -0.568
C -1.133 -2.210 1.507
C -2.377 2.510 -1.266
C -2.381 -2.001 -0.631
C -0.870 -3.784 -1.871
C -2.116 2.590 1.784
C -2.824 3.375 0.932
C -2.765 -2.161 -1.752
C -0.026 0.065 -2.798
H 0.236 -0.824 -1.618
H -3.826 3.011 0.963
H -2.640 0.846 4.028
H 0.852 1.658 -3.392
H -1.305 0.824 -0.401
H -2.209 -3.243 -3.600
H 3.376 0.513 2.090
H 1.946 0.167 -3.605
H -0.244 0.930 2.998
H -1.074 2.523 1.612
H -0.125 2.014 -1.129
H -0.348 -2.885 2.022
H -3.038 -0.513 2.504
H -3.570 -1.628 -2.130
H -0.127 -0.910 -3.357
H -0.852 -0.806 3.809
H 4.690 2.887 -0.751
H 1.051 -1.627 0.379
H -1.847 -2.304 2.489
H -2.376 2.982 2.956
H -2.958 4.509 1.485
H -3.407 1.734 -0.941
H 2.861 2.815 -2.363
H -2.564 2.571 -2.235
H 3.131 -0.320 -0.150
H 1.474 -2.210 2.775
H 3.767 1.304 -2.670
H 1.736 -0.485 3.348
H 0.978 0.325 0.958
H -0.431 -4.546 -2.316
H -2.955 -1.034 -0.056
H 3.185 2.035 0.323
H 4.850 -0.495 2.057
H 4.822 -1.206 -0.063
H 0.125 -4.161 -0.138
```

Summary:
Energy relative to the best compared isomer or geometry (same formula, charge and spin)   546.6 kcal/mol
Max |F|   17.77 eV/A
LUMO energy   0.72 eV



C21H35NOP2SeV as an isolated structure at a distorted geometry. Source: the OMol25 dataset; level of theory: ωB97M-V/def2-TZVPD.

Geometry as XYZ:
```
62
C21H35NOP2SeV | the OMol25 dataset | ωB97M-V/def2-TZVPD
Se 0.221 1.806 1.066
V 0.156 -0.056 -0.317
P 2.791 -0.392 -0.572
P -2.593 0.038 -0.240
O -1.290 -2.536 -0.107
N -0.131 0.204 -1.993
C -0.006 1.080 -3.033
C 0.034 0.619 -4.399
C -3.430 -0.019 1.391
C 0.529 -3.937 0.490
C -3.091 1.652 -0.945
C 1.152 0.364 3.528
C 0.157 1.129 2.916
C 3.210 1.149 -1.493
C -0.760 -3.147 0.868
C -1.157 1.135 4.930
C -0.960 1.583 3.627
C 0.049 2.922 -5.122
C 0.017 2.494 -2.757
C -3.593 -1.169 -1.198
C -0.205 0.297 5.536
C 3.266 -1.777 -1.646
C 0.046 1.559 -5.427
C 3.826 -0.412 0.939
C 0.950 -0.079 4.837
C -0.807 -2.498 2.279
C 0.033 3.405 -3.816
H 2.670 1.951 -0.959
H -2.601 2.465 -0.381
H -4.523 0.059 1.274
H -1.655 -2.851 2.907
H -1.684 2.247 3.155
H 0.012 4.471 -3.562
H -3.121 -1.292 -2.183
H -3.556 -2.136 -0.680
H 0.033 1.168 -6.453
H 1.125 -4.142 1.404
H 4.376 -1.911 -1.692
H -4.636 -0.843 -1.327
H -2.749 1.727 -1.993
H 0.063 3.622 -5.929
H 1.115 -3.257 -0.224
H -3.193 -0.982 1.868
H -0.829 -1.360 2.222
H 0.256 -4.863 -0.068
H 1.460 0.774 -0.575
H 3.651 0.525 1.504
H -0.040 2.795 -1.679
H 0.162 -2.744 2.768
H 4.911 -0.524 0.689
H -3.066 0.797 2.033
H 2.875 -1.598 -2.667
H -0.346 -0.057 6.562
H -0.014 -0.478 -4.510
H 2.047 0.096 2.971
H 2.835 -2.729 -1.287
H 3.509 -1.254 1.589
H -2.036 1.449 5.493
H 4.291 1.300 -1.517
H -4.190 1.791 -0.919
H 2.719 1.074 -2.481
H 1.714 -0.702 5.308
```

Summary:
Max |F|   5.16 eV/A
LUMO energy (alpha / beta)   -0.01 / 0.00 eV
2S+1   2
⟨S²⟩   0.847



A 4-piece molecular cluster, C21H35O17P3 overall. Source: the OMol25 dataset; level of theory: ωB97M-V/def2-TZVPD.

Geometry as XYZ:
```
76
C21H35O17P3 | the OMol25 dataset | ωB97M-V/def2-TZVPD
P -1.045 -0.165 -0.582
P -1.562 2.172 5.364
P -3.196 -0.119 -6.710
O -1.280 1.154 4.345
O -0.418 -1.060 -1.722
O -3.278 0.646 -5.338
O -0.123 -0.599 0.609
O -1.886 -0.191 -7.361
O -1.154 1.267 -0.881
O -0.417 2.514 6.379
O -4.315 0.602 -7.587
O 7.135 -0.208 -0.888
O -2.705 1.813 6.390
O 3.372 0.537 2.502
O -3.812 -1.500 -6.249
O 2.482 -0.632 4.939
O -2.446 -0.833 -0.206
O 4.426 -1.688 4.848
O -1.927 3.590 4.739
O 5.396 -4.949 -0.060
C 5.209 -3.703 0.498
C 3.965 -2.289 2.025
C -3.968 1.369 5.886
C -2.551 3.669 3.448
C 5.951 -2.620 0.055
C 0.852 2.934 5.851
C 5.706 -1.370 0.608
C -0.955 -0.924 -3.042
C -2.831 2.011 -5.301
C 2.895 -2.163 3.077
C -3.888 -2.566 -7.200
C 6.536 0.980 1.058
C 5.574 1.159 1.963
C -4.254 0.537 -9.019
C -3.658 -0.315 -0.767
C -0.376 -0.009 1.899
C 6.521 -0.200 0.154
C 4.230 -3.537 1.474
C 4.710 -1.194 1.577
C 3.365 -1.460 4.343
C 4.451 0.187 2.065
H -4.209 0.219 0.006
H -3.376 4.374 3.521
H -4.835 -2.512 -7.738
H -1.795 -1.606 -3.175
H -3.956 1.509 -9.406
H -5.249 0.289 -9.382
H -2.033 2.181 -6.024
H -3.671 2.672 -5.509
H 1.981 -1.725 2.674
H -3.463 0.366 -1.594
H -4.409 0.725 6.642
H -2.922 2.699 3.120
H 6.708 -2.738 -0.709
H -3.539 -0.210 -9.359
H 0.866 4.019 5.765
H 1.043 2.481 4.878
H 6.147 -5.388 0.352
H 1.614 2.608 6.552
H -3.841 -3.499 -6.645
H -0.171 -1.173 -3.752
H -1.281 0.101 -3.221
H -2.453 2.200 -4.299
H -3.053 -2.527 -7.901
H 5.536 2.026 2.611
H 0.577 0.042 2.419
H 7.337 1.697 0.927
H 2.631 -3.173 3.409
H 3.666 -4.401 1.802
H -4.619 2.227 5.717
H -3.846 0.802 4.963
H 1.801 -0.377 4.303
H -1.070 -0.626 2.463
H -0.776 0.997 1.804
H -4.250 -1.157 -1.120
H -1.825 4.031 2.722
```

Summary:
Max |F|   0.29 eV/A
LUMO energy   -1.06 eV



A 6-piece molecular cluster, C21H35O19P overall at a distorted geometry. Source: the OMol25 dataset; level of theory: ωB97M-V/def2-TZVPD.

Geometry as XYZ:
```
76
C21H35O19P | the OMol25 dataset | ωB97M-V/def2-TZVPD
P 1.085 -3.806 -2.292
O -3.170 -2.816 0.915
O -1.814 -2.126 2.570
O -0.370 6.999 -1.014
O -2.269 -0.866 0.722
O 2.045 2.524 3.687
O 0.133 -2.785 -2.741
O -1.718 5.400 -0.067
O -0.155 1.578 -2.685
O 1.803 -4.592 -3.520
O 1.523 0.798 2.384
O 1.494 6.118 5.592
O -0.870 2.647 -0.881
O -2.298 1.616 -2.290
O 0.382 -4.977 -1.432
O 3.643 5.343 5.564
O 0.102 5.940 0.964
O 2.434 5.536 3.662
O -0.062 2.061 3.040
O 2.315 -3.219 -1.355
C -1.784 4.766 1.161
C 2.110 -2.189 -0.390
C -1.737 -5.631 -0.385
C 3.729 5.109 3.282
C -0.625 6.202 -0.114
C 0.917 -5.175 -4.444
C 2.464 5.713 4.997
C -1.092 2.033 -1.853
C -0.756 0.525 -3.451
C -3.928 -2.193 -0.121
C 1.234 1.812 3.083
C 4.466 4.777 4.584
C -2.381 -1.985 1.502
C 2.054 -0.812 -1.069
C 0.424 0.301 1.750
C -2.204 0.963 -3.483
C -0.351 4.787 1.602
C -0.478 -4.710 -0.316
C 0.667 -6.662 -4.147
C -0.736 0.930 2.463
C -3.011 -1.024 -0.533
H -2.407 1.513 -4.402
H 1.451 -5.211 -5.393
H 0.013 -4.730 0.657
H -2.363 5.292 1.921
H 0.015 -4.590 -4.628
H -1.185 0.370 3.283
H 0.319 -6.822 -3.126
H -4.863 -1.864 0.332
H 1.084 -0.636 -1.535
H -3.524 -0.090 -0.760
H 0.122 3.848 1.315
H 4.529 3.707 4.784
H -0.228 0.522 -4.404
H 1.273 -2.340 0.292
H -1.939 -5.800 -1.443
H 2.848 -0.599 -1.783
H -1.683 -6.528 0.231
H 3.538 4.169 2.764
H -0.546 -0.424 -2.958
H 0.475 0.599 0.703
H -0.875 -3.695 -0.360
H 2.207 -0.073 -0.282
H -2.684 -5.179 -0.090
H -4.211 -2.867 -0.930
H -2.920 0.143 -3.547
H 4.252 5.913 2.765
H 5.472 5.147 4.388
H -0.308 4.945 2.679
H -2.294 -1.283 -1.312
H 0.363 -0.783 1.853
H 1.604 -7.219 -4.177
H -0.092 -7.017 -4.843
H 3.003 -2.237 0.235
H -2.170 3.748 1.122
H -1.490 1.157 1.709
```

Summary:
Energy relative to the best compared isomer or geometry (same formula, charge and spin)   0.0 kcal/mol
Max |F|   5.82 eV/A
LUMO energy   -0.06 eV



C21H36AsBeCl5OSi as an isolated structure at a distorted geometry. Source: the OMol25 dataset; level of theory: ωB97M-V/def2-TZVPD.

Geometry as XYZ:
```
66
C21H36AsBeCl5OSi | the OMol25 dataset | ωB97M-V/def2-TZVPD
As 1.356 -2.238 1.605
Cl 2.647 3.593 3.876
Cl 6.062 3.671 -0.318
Cl 5.054 5.000 2.254
Cl 4.488 1.374 -1.687
Cl 1.232 1.101 2.544
Si -1.061 0.116 -0.527
O 2.087 0.552 -0.139
C -3.988 -0.305 -0.185
C 0.707 -2.982 3.379
C -0.374 2.961 -0.600
C 1.139 -3.902 0.604
C 3.147 3.084 2.343
C 4.636 3.114 0.382
C -2.514 -2.372 -0.150
C -1.586 2.003 -0.668
C 0.503 0.532 -3.018
C -2.573 -0.837 0.199
C -2.428 2.467 0.534
C 0.444 -1.770 -2.024
C 4.181 3.661 1.594
C -2.454 2.277 -1.956
C 2.882 1.485 0.442
C 4.004 1.996 -0.210
C -2.500 -0.733 1.758
C -0.423 -0.440 -2.273
C 2.588 2.001 1.684
C -1.584 -0.801 -3.205
C 3.321 -2.421 1.962
Be 0.911 0.089 0.806
H -3.433 1.760 -2.006
H -1.959 2.147 1.490
H 3.504 -1.614 2.676
H 1.784 -4.655 1.087
H -1.851 -1.557 2.148
H 0.393 2.728 -1.354
H -1.211 -1.334 -4.084
H -2.140 0.092 -3.586
H 0.774 -2.096 -3.004
H -2.657 -2.586 -1.269
H 0.141 2.905 0.380
H -1.982 0.168 2.129
H 0.041 -3.817 3.213
H -1.481 -2.732 0.023
H -3.513 -0.855 2.198
H 3.480 -3.435 2.339
H -4.351 0.509 0.508
H -0.093 1.374 -3.425
H 1.267 0.886 -2.359
H -3.449 2.068 0.561
H 1.474 -3.734 -0.407
H 3.712 -2.267 0.968
H -2.508 3.600 0.521
H -0.730 4.011 -0.734
H -3.253 -2.982 0.421
H 0.081 -4.238 0.570
H 1.296 -1.563 -1.383
H -2.432 -1.395 -2.822
H -4.616 -1.198 -0.128
H -4.183 0.106 -1.221
H -2.663 3.372 -1.941
H 0.222 -2.117 3.850
H 1.529 -3.301 4.008
H -1.945 2.085 -2.901
H 0.994 -0.041 -3.850
H -0.147 -2.572 -1.624
```

Summary:
Max |F|   2.64 eV/A
LUMO energy   -0.08 eV



C21H36BaP2Se as an isolated structure at a distorted geometry. Source: the OMol25 dataset; level of theory: ωB97M-V/def2-TZVPD.

Geometry as XYZ:
```
61
C21H36BaP2Se | the OMol25 dataset | ωB97M-V/def2-TZVPD
Ba -1.007 -0.521 3.541
Se 0.254 2.353 3.479
P -0.470 -1.991 -2.511
P 0.109 1.996 -2.476
C -1.175 1.547 5.792
C 2.141 0.395 -0.756
C 0.273 0.556 -3.561
C 1.218 1.370 0.054
C -1.121 3.111 -3.219
C 1.105 0.690 5.639
C 1.619 -0.805 -1.374
C 1.632 2.977 -2.796
C 0.096 1.565 5.169
C -1.186 1.288 -1.136
C 0.433 -1.574 -1.029
C -1.557 0.411 6.506
C 0.023 1.988 -0.676
C -0.598 -1.016 0.028
C -0.836 -0.520 -3.520
C -1.892 -3.048 -2.424
C 0.790 -2.840 -3.495
C -1.638 -0.005 -0.501
C -0.621 -0.612 6.736
C 0.590 -2.536 2.817
C 0.722 -0.442 6.361
H -0.054 -0.627 0.906
H 0.920 0.922 1.019
H -2.068 1.928 -1.287
H -1.876 2.356 5.588
H 0.352 0.963 -4.582
H 1.149 -3.715 -2.940
H -0.086 -3.370 3.098
H 1.743 3.773 -2.045
H 2.541 2.363 -2.814
H -2.366 -0.502 -1.168
H 1.406 -2.461 3.561
H 2.641 0.954 -1.560
H 1.479 -1.180 6.648
H -1.364 3.946 -2.545
H 2.977 0.140 -0.084
H -1.799 -3.738 -1.578
H -0.168 2.997 -0.294
H 1.003 -2.711 1.813
H -2.577 0.338 6.897
H 0.315 -3.158 -4.430
H 1.863 2.205 0.382
H 0.762 -2.563 -0.646
H 2.333 -1.350 -2.028
H -2.817 -2.468 -2.334
H -1.802 -0.086 -3.230
H -0.929 -1.524 7.255
H 1.525 3.450 -3.783
H 1.267 0.127 -3.355
H 1.633 -2.173 -3.714
H -0.951 -0.899 -4.546
H -2.267 0.286 0.365
H -1.924 -3.629 -3.356
H -2.047 2.573 -3.472
H -1.144 -1.892 0.428
H 2.133 0.857 5.333
H -0.707 3.531 -4.147
```

Summary:
Max |F|   2.92 eV/A
LUMO energy   -0.46 eV



C21H36Br2CaF3InMgN3O5S as an isolated structure at a distorted geometry. Source: the OMol25 dataset; level of theory: ωB97M-V/def2-TZVPD.

Geometry as XYZ:
```
74
C21H36Br2CaF3InMgN3O5S | the OMol25 dataset | ωB97M-V/def2-TZVPD
In 0.543 -1.785 -2.474
Br 1.375 10.460 1.678
Br 2.122 -1.604 5.323
Ca -4.457 -3.074 -5.069
S -0.571 1.445 0.442
Mg -3.631 -0.056 -3.692
F -4.474 -5.122 -1.428
F -3.186 -4.537 -4.191
F -3.487 -3.234 -1.067
O -1.551 2.344 -0.422
O 0.633 1.147 -0.264
O 5.466 2.246 0.041
O -0.277 2.189 1.639
O 4.656 4.242 0.039
N 2.193 8.922 -0.812
N -0.149 -3.154 2.608
N 4.606 3.058 0.301
C -1.489 -3.035 2.762
C -1.407 -0.003 0.970
C 0.761 7.805 1.053
C -1.730 -2.078 3.715
C 1.641 -2.161 -0.608
C -3.539 -4.297 -1.834
C 1.565 8.585 0.101
C 0.519 -2.302 3.445
C -0.613 -3.371 -3.494
C 2.031 -3.615 -0.262
C -1.891 -1.013 -0.081
C -2.666 -4.475 -2.852
C -2.239 -0.511 -1.477
C -1.221 -4.571 -2.732
C 3.382 2.582 0.998
C 0.920 6.288 0.884
C -1.120 -0.298 -2.513
C 0.489 5.783 -0.489
C 0.394 -4.096 1.619
C 1.851 -3.881 1.229
C -0.498 -1.611 4.142
H -1.457 -2.872 -3.979
H -2.860 0.391 -1.328
H -1.546 -0.422 -3.534
H 1.561 -4.383 -0.877
H -0.663 -0.484 1.597
H 2.535 2.798 0.356
H 2.549 -1.576 -0.699
H -1.380 3.248 -0.108
H 3.470 1.517 1.169
H -0.841 -5.502 -3.157
H 1.776 -1.241 -3.605
H 2.439 -4.752 1.508
H 2.307 -3.043 1.743
H 3.312 3.122 1.937
H 0.327 5.796 1.656
H -0.218 -3.947 0.728
H 1.103 6.206 -1.285
H 1.063 8.065 2.054
H -0.764 0.727 -2.491
H 1.962 6.010 1.051
H -2.209 -3.610 2.211
H -0.556 6.035 -0.693
H -0.328 -0.853 4.876
H 0.599 4.696 -0.539
H -1.200 -1.849 -0.110
H 0.199 -5.116 1.934
H 0.015 -3.778 -4.282
H -2.703 -1.760 4.033
H 3.100 -3.715 -0.438
H -1.043 -4.644 -1.656
H 1.600 -2.270 3.456
H -2.206 0.333 1.620
H -2.928 -1.261 -1.895
H -2.811 -1.422 0.332
H 1.127 -1.747 0.261
H -0.283 8.089 0.921
```

Summary:
Energy relative to the best compared isomer or geometry (same formula, charge and spin)   0.0 kcal/mol
Max |F|   3.83 eV/A
LUMO energy   -7.06 eV
Total charge   +1



- max |F| of number 1 (C21H35NO6)?
  17.77 eV/A



- Look up the max |F| of the seventh one.
  3.83 eV/A



- The highest max |F| belongs to which entry?
  C21H35NO6